[1]
DFT (ωB97M-V with the def2-TZVPD basis set) results for an isolated molecule of C11H17N3O2S at a distorted geometry.

XYZ file:
```
34
Properties=species:S:1:pos:R:3:forces:R:3
C -2.941 -3.588 3.158 0.239 -0.271 0.141
O -3.279 -2.488 2.323 -0.110 0.322 -0.240
C -2.290 -2.053 1.523 -0.395 0.015 0.160
O -1.181 -2.519 1.472 0.125 -0.241 0.144
N -2.717 -0.998 0.770 -0.450 -0.076 0.233
C -1.901 -0.358 -0.131 0.878 -0.157 -0.209
N -2.280 0.651 -0.835 -0.904 -0.153 0.507
C -1.270 1.093 -1.626 0.728 -0.250 -0.155
C -0.094 0.417 -1.537 -0.303 -0.032 0.105
C 1.190 0.722 -2.246 0.085 0.029 -0.016
N 2.193 1.390 -1.439 0.058 0.073 -0.100
C 1.737 2.607 -0.799 0.054 0.173 0.070
C 2.952 3.486 -0.464 -0.018 -0.094 -0.067
C 4.185 2.610 -0.222 -0.021 0.020 0.157
C 3.754 1.314 0.454 0.099 0.031 -0.160
C 2.881 0.507 -0.512 0.078 -0.179 0.039
S -0.253 -0.871 -0.369 -0.272 0.574 -0.467
H -2.120 -3.322 3.825 -0.085 -0.038 -0.034
H -3.838 -3.816 3.727 0.045 0.017 -0.034
H -2.641 -4.447 2.553 -0.043 0.054 0.071
H -3.662 -0.657 0.870 0.102 -0.043 0.001
H -1.462 1.931 -2.272 0.083 0.177 -0.181
H 1.636 -0.201 -2.626 0.000 0.076 -0.119
H 0.962 1.373 -3.097 -0.044 -0.146 0.005
H 1.072 3.133 -1.488 -0.056 -0.023 0.070
H 1.160 2.394 0.116 -0.067 0.026 -0.085
H 3.153 4.176 -1.283 -0.029 0.066 0.002
H 2.730 4.078 0.426 0.008 0.065 0.010
H 4.654 2.368 -1.175 0.088 0.043 -0.001
H 4.911 3.144 0.393 0.057 -0.004 -0.051
H 4.621 0.720 0.744 -0.047 -0.029 0.080
H 3.195 1.553 1.361 0.002 -0.031 0.067
H 3.506 -0.161 -1.115 -0.015 -0.056 0.081
H 2.181 -0.121 0.065 0.131 0.061 -0.025
```
Forces are in eV/Å.

Values from the calculation:
SMILES string: COC(=O)Nc1ncc(CN2CCCCC2)s1
Multiplicity: 1
Orbital gap, eV: 8.85
Charge: 0
Max |F|, eV/Å: 1.05
ΔE to the lowest compared entry with this formula, charge and spin, kcal/mol: 22.3
Highest occupied orbital energy, eV: -8.13

List of Löwdin charges in e, atom by atom: -0.045, -0.024, -0.586, 0.041, 0.136, -0.582, 0.053, -0.198, -0.486, -0.205, -0.184, -0.196, -0.174, -0.206, -0.180, -0.207, 1.147, 0.098, 0.094, 0.098, 0.165, 0.111, 0.121, 0.126, 0.119, 0.124, 0.104, 0.106, 0.110, 0.105, 0.108, 0.112, 0.123, 0.072

[2]
DFT (ωB97M-V with the def2-TZVPD basis set) results for a cluster of 2 separate species, C9H16N2O2 in total at a distorted geometry.

XYZ file:
```
29
Properties=species:S:1:pos:R:3:forces:R:3
O -1.695 -0.886 4.047 -0.312 3.916 -3.764
C -1.684 0.028 3.154 0.505 -1.495 1.717
C -1.816 -0.099 1.643 0.085 0.467 -1.394
C -1.200 0.926 0.817 -2.678 -2.371 1.432
N -0.849 2.149 1.308 0.851 0.517 1.072
C -0.902 2.381 2.720 -0.832 3.034 -1.810
O -0.675 3.507 3.146 0.650 -0.839 -0.368
N -1.442 1.445 3.514 1.362 -2.185 3.493
H -2.489 -1.013 1.180 2.518 2.430 1.242
H -1.122 0.802 -0.273 -0.191 0.015 0.639
H -0.541 3.004 0.755 -0.490 -1.998 0.943
H -1.104 1.736 4.565 -1.575 -1.483 -3.181
C -0.170 -0.759 -3.928 0.876 0.220 -1.895
C 0.215 -1.427 -2.658 0.026 0.568 2.537
C 1.070 -0.492 -1.684 -0.074 -0.373 -0.103
C 1.331 -1.160 -0.329 0.778 -1.802 -0.346
C 2.074 -0.351 0.746 -1.334 -0.941 0.828
H -0.794 0.100 -3.712 -0.274 0.162 -0.131
H 0.687 -0.384 -4.565 -0.598 -0.336 0.971
H -0.686 -1.448 -4.607 -0.251 0.177 0.238
H 0.716 -2.380 -2.742 0.544 -0.159 -0.489
H -0.728 -1.747 -2.123 0.755 0.622 -0.273
H 2.086 -0.242 -2.095 -0.942 -0.278 -0.078
H 0.588 0.483 -1.516 -0.141 -0.180 -0.318
H 1.993 -2.041 -0.598 -0.600 0.727 0.431
H 0.427 -1.659 0.111 0.524 0.751 -0.377
H 1.424 0.442 1.142 0.085 -0.304 0.167
H 2.341 -1.075 1.568 -0.191 1.014 -0.636
H 2.945 0.160 0.414 0.922 0.124 -0.546
```
Forces are in eV/Å.

Values from the calculation:
SMILES string: O=c1cc[nH]c(=O)[nH]1.CCCCC
Multiplicity: 1
Orbital gap, eV: 9.36
Charge: 0
Max |F|, eV/Å: 5.44
ΔE to the lowest compared entry with this formula, charge and spin, kcal/mol: 60.1
Highest occupied orbital energy, eV: -9.19

List of Löwdin charges in e, atom by atom: 0.003, -0.364, 0.003, -0.102, 0.100, -0.547, 0.044, 0.159, 0.160, 0.108, 0.196, 0.242, -0.146, -0.273, -0.227, -0.304, -0.109, 0.064, 0.092, 0.071, 0.096, 0.117, 0.123, 0.081, 0.117, 0.105, 0.044, 0.093, 0.053

[3]
DFT (ωB97M-V with the def2-TZVPD basis set) results for a cluster of 2 separate species, C4H14NOS in total.

XYZ file:
```
21
Properties=species:S:1:pos:R:3:forces:R:3
C -0.261 -0.551 -0.402 -0.109 -0.663 0.277
C 0.539 0.670 -0.783 -0.445 0.195 -0.503
C 0.962 1.580 0.372 0.001 -0.245 -0.632
S 2.129 0.777 1.483 -0.126 0.186 0.178
C 3.596 0.725 0.413 -0.203 -0.532 0.322
N -1.746 -0.227 -0.259 0.418 -0.753 -0.002
H 0.052 -1.043 0.522 0.025 0.475 0.194
H -0.228 -1.369 -1.119 0.022 0.306 -0.422
H 1.378 0.351 -1.400 0.238 -0.036 0.308
H -0.063 1.259 -1.489 -0.026 0.016 -0.011
H 1.387 2.472 -0.084 0.228 0.120 0.194
H 0.089 1.934 0.923 0.079 -0.149 0.275
H 4.444 1.001 1.032 0.084 0.366 -0.221
H 3.780 -0.279 0.059 -0.058 -0.310 -0.071
H 3.446 1.349 -0.456 0.222 0.458 0.008
H -2.059 0.294 -1.076 -0.109 0.169 0.082
H -1.961 0.284 0.601 -0.023 -0.016 -0.167
H -2.238 -1.129 -0.248 -0.328 0.204 0.328
H -4.709 -2.261 0.072 -0.008 -0.055 -0.157
H -4.524 -3.141 1.262 0.282 -0.157 0.175
O -4.013 -2.695 0.577 -0.163 0.421 -0.156
```
Forces are in eV/Å.

Values from the calculation:
Multiplicity: 1
Orbital gap, eV: 8.39
Charge: +1
Max |F|, eV/Å: 0.86
ΔE to the lowest compared entry with this formula, charge and spin, kcal/mol: 16.5
Highest occupied orbital energy, eV: -11.86

List of Löwdin charges in e, atom by atom: -0.154, -0.259, -0.517, 0.826, -0.374, 0.203, 0.120, 0.135, 0.118, 0.119, 0.085, 0.075, 0.036, 0.032, 0.038, 0.166, 0.173, 0.140, 0.042, 0.054, -0.059

- What is the charge in the third record?
  +1